No. 1
14
Properties=species:S:1:pos:R:3:forces:R:3 method="wB97M-V/def2-TZVPD" e_homo_ev=-9.7784 orbital_gap_ev=9.651
O -2.3907 0.1372 -0.5886 3.3880 0.4040 4.4029
C -1.4019 0.3488 0.2079 -3.0566 1.0725 -5.0199
C -0.5272 1.5106 -0.0660 -3.3947 1.0420 -0.1826
C 0.7175 1.3501 0.2108 -0.2965 -4.2294 -0.8809
C 1.3535 0.0213 -0.0425 1.8447 -2.5176 1.4680
O 0.6707 -0.9896 -0.8357 -3.0845 -0.2399 4.1482
C -0.3786 -1.5243 0.0848 -2.2247 -3.8683 -0.6321
O -0.8124 -0.4854 1.1196 -0.5719 -2.1219 -3.1289
H -0.9332 2.3486 -0.6401 -0.1591 0.1688 1.0724
H 1.4470 1.9940 0.2682 3.3810 4.2294 -0.1866
H 2.0931 0.2006 -0.8398 0.7352 0.4746 1.1680
H 1.7384 -0.4872 0.9922 -0.2832 1.1210 -2.6144
H -1.4269 -1.8624 -0.6190 3.4894 1.2646 2.1688
H -0.1494 -2.5624 0.7483 0.2328 3.2002 -1.7829

***

No. 2
108
Properties=species:S:1:pos:R:3:forces:R:3 method="wB97M-V/def2-TZVPD" e_homo_ev=-5.0772 total_charge=-1 orbital_gap_ev=6.758
Rb -1.1958 0.1892 -0.8696 -0.3507 -0.0558 -0.4566
C 0.1745 -0.6241 -5.6081 0.0007 -0.0324 -0.0678
N -0.0416 -1.4641 -4.4451 0.0893 0.0386 0.0912
C -0.4273 -2.8199 -4.7705 0.0211 0.0261 -0.0066
C -0.9559 -3.5174 -3.5587 0.0855 -0.0054 0.0509
N -1.6736 -2.9613 -2.6332 -0.0314 0.0167 -0.1047
C -1.9703 -3.9873 -1.7393 0.0054 0.0058 0.0238
C -2.7263 -3.9567 -0.5728 0.0042 0.0000 0.0006
C -2.8654 -5.1360 0.1344 -0.0089 0.0043 0.0045
C -2.2634 -6.3259 -0.3010 -0.0023 0.0088 0.0008
C -1.5122 -6.3742 -1.4629 -0.0019 -0.0001 0.0071
C -1.3857 -5.1841 -2.1695 -0.0127 0.0021 0.0064
N -0.7402 -4.8551 -3.3483 0.0160 0.0223 -0.0114
C -0.0508 0.8113 -5.2650 0.0041 0.0536 -0.1283
N -1.2042 1.2952 -4.9126 0.0509 -0.0532 0.1693
C -0.9779 2.6478 -4.6927 -0.0079 0.0576 -0.0907
C -1.8649 3.6470 -4.2992 0.0065 0.0069 0.0361
C -1.3749 4.9323 -4.1813 -0.0113 -0.0121 0.0419
C -0.0285 5.2301 -4.4443 -0.0072 -0.0075 0.0538
C 0.8650 4.2517 -4.8365 0.0089 -0.0090 0.0152
C 0.3614 2.9612 -4.9563 -0.0166 -0.0001 0.0485
N 0.9356 1.7596 -5.3275 0.0130 -0.0480 0.0348
H -0.5130 -0.8759 -6.4299 -0.0213 -0.0039 0.0019
H 1.1920 -0.7623 -5.9905 -0.0027 -0.0072 0.0111
H -0.7400 -1.0487 -3.8410 -0.1434 -0.0650 -0.0548
H 0.4371 -3.3695 -5.1596 0.0049 0.0008 0.0088
H -1.2022 -2.8523 -5.5559 0.0011 0.0045 -0.0038
H -3.1683 -3.0342 -0.2244 -0.0055 0.0064 0.0119
H -3.4550 -5.1341 1.0434 0.0057 -0.0008 0.0007
H -2.3951 -7.2305 0.2802 -0.0001 0.0003 0.0027
H -1.0537 -7.2950 -1.8018 0.0005 -0.0001 0.0006
H -0.1799 -5.4575 -3.9223 0.0059 -0.0030 0.0107
H -2.8951 3.4059 -4.0766 -0.0184 0.0000 0.0239
H -2.0354 5.7276 -3.8624 -0.0005 0.0028 0.0267
H 0.3177 6.2483 -4.3239 0.0006 0.0103 -0.0010
H 1.9041 4.4836 -5.0340 0.0115 0.0003 -0.0086
H 1.9049 1.5845 -5.5201 0.0005 0.0001 0.0089
C 2.2514 3.3971 -1.0561 -0.0243 0.0123 -0.0197
C 0.8519 3.8417 -0.8081 0.0054 -0.0205 0.0422
N -0.2185 3.1051 -0.9621 -0.0184 0.0715 -0.2497
C -1.2845 3.9215 -0.6549 -0.0141 -0.0603 0.0349
C -0.8384 5.1656 -0.2857 0.0138 -0.0384 0.0716
N 0.5196 5.0934 -0.3957 0.0046 -0.0029 0.0330
C -1.4787 6.4535 0.1578 -0.0284 0.1704 -0.5211
O -2.7429 6.4478 0.2034 -0.0113 -0.0280 0.0996
O -0.7030 7.3957 0.3596 0.0176 -0.0660 0.2087
C -2.6688 3.3959 -0.7576 0.0821 -0.0289 -0.0063
O -3.6441 4.2183 -0.4760 -0.0021 0.0395 -0.0942
O -2.8563 2.2355 -1.0926 -0.4012 0.4204 0.0176
H 2.2893 2.3161 -0.9434 0.0052 -0.0114 -0.0006
H 2.9441 3.8517 -0.3451 0.0037 -0.0006 0.0067
H 2.5736 3.6688 -2.0648 -0.0092 -0.0023 -0.0003
H 1.1028 5.8909 -0.1941 -0.0001 -0.0022 -0.0013
H -3.2917 5.1766 -0.2190 0.0136 -0.0313 0.1621
C 0.9236 -4.3290 3.6528 -0.0084 -0.0173 0.0157
C -0.3533 -4.2254 2.8408 0.0545 -0.0086 0.0039
C -1.5092 -3.6242 3.6143 0.0231 0.0032 -0.0175
O -0.1268 -3.5389 1.5882 -0.0809 0.0129 0.0376
P 0.5061 -2.1514 1.2010 0.0746 0.0066 0.0383
O 0.3137 -1.9168 -0.2372 0.2112 -0.3647 0.1903
C -0.1440 -0.8769 2.3006 0.0394 -0.0405 0.1330
P 0.5758 0.7411 1.9642 0.0791 0.0557 0.0900
O 1.1639 0.8496 0.6201 0.2310 -0.0072 0.1352
O 1.6158 0.8807 3.1671 0.0434 -0.0091 0.0132
C 2.5761 1.9689 3.1346 -0.0159 0.0046 0.0065
C 2.9594 2.2512 4.5716 0.0018 -0.0026 0.0015
C 3.7696 1.5743 2.2868 0.0015 -0.0047 0.0014
O -0.4946 1.8784 2.1408 -0.0437 -0.1015 -0.0841
C -1.4759 2.2507 3.1522 0.0340 0.0426 0.0088
C -1.0282 1.8768 4.5499 -0.0024 -0.0118 0.0003
C -2.8272 1.6804 2.7904 -0.0090 -0.0003 -0.0114
O 2.0350 -2.1915 1.6636 0.0283 -0.0051 -0.0244
C 3.0320 -2.7022 0.7415 0.0060 0.0185 -0.0149
C 4.1484 -3.2730 1.5897 0.0031 -0.0039 0.0016
C 3.5000 -1.5832 -0.1679 -0.0017 -0.0044 0.0040
H 0.7323 -4.9259 4.5462 -0.0043 -0.0025 -0.0011
H 1.2744 -3.3443 3.9665 0.0051 -0.0086 0.0066
H 1.7154 -4.8087 3.0767 -0.0016 0.0120 0.0066
H -0.6463 -5.2206 2.5023 0.0018 -0.0034 -0.0064
H -1.2180 -2.7244 4.1590 -0.0131 0.0087 -0.0192
H -1.8652 -4.3508 4.3464 0.0096 0.0033 0.0123
H -2.3397 -3.3790 2.9557 -0.0211 -0.0063 0.0031
H 0.0653 -1.1422 3.3377 -0.0109 -0.0084 -0.0009
H -1.2320 -0.8636 2.1449 -0.0036 0.0208 -0.0357
H 2.0835 2.8454 2.7006 -0.0037 -0.0042 -0.0015
H 3.4148 1.3631 5.0137 -0.0019 0.0017 0.0015
H 2.0904 2.5270 5.1668 0.0039 0.0036 0.0017
H 3.6805 3.0688 4.6110 -0.0004 -0.0008 0.0002
H 4.2398 0.6821 2.7065 0.0002 0.0006 -0.0021
H 4.5018 2.3843 2.2796 0.0003 -0.0003 0.0017
H 3.4572 1.3640 1.2661 -0.0015 0.0040 -0.0007
H -1.5056 3.3371 3.0559 0.0069 0.0050 0.0154
H -0.9415 0.7938 4.6601 -0.0070 0.0005 0.0030
H -1.7776 2.2256 5.2613 -0.0013 0.0008 -0.0014
H -0.0721 2.3329 4.8011 -0.0044 -0.0080 0.0035
H -2.8776 0.6056 2.9611 0.0109 -0.0039 -0.0091
H -3.0650 1.8707 1.7439 0.0001 0.0040 0.0044
H -3.5910 2.1600 3.4048 0.0016 0.0001 0.0029
H 2.5717 -3.4950 0.1445 -0.0105 0.0025 -0.0002
H 4.5713 -2.4879 2.2194 0.0007 -0.0038 0.0019
H 4.9394 -3.6684 0.9504 -0.0004 -0.0007 0.0017
H 3.7846 -4.0740 2.2327 0.0058 0.0003 -0.0029
H 3.9993 -0.8113 0.4204 -0.0066 0.0024 0.0009
H 2.6525 -1.1362 -0.6836 0.0006 0.0003 0.0013
H 4.2059 -1.9753 -0.9034 0.0043 -0.0049 0.0052
S -5.0458 -2.3024 2.8873 -0.0242 -0.0355 0.0072
C -3.9041 -1.6582 1.8968 0.0614 0.0287 0.0144
N -3.0603 -1.2166 1.2159 0.0035 0.0432 -0.0854

***

No. 3
14
Properties=species:S:1:pos:R:3:forces:R:3 method="wB97M-V/def2-TZVPD" e_homo_ev=-10.4013 total_charge=+1 orbital_gap_ev=5.297
C 2.8384 0.7311 -0.0765 0.9690 -1.6104 0.1590
N 3.6873 -0.2500 0.0210 -1.2806 1.6198 -0.2376
N -1.1300 -0.8821 0.0507 -1.9683 -0.5606 0.4039
N -0.0743 -0.4120 -0.2461 2.0659 0.9081 -0.4199
N -3.5144 0.3868 -0.0071 -0.4802 0.2571 -0.0520
H 2.8600 1.5341 0.6430 0.1010 0.0420 0.1850
H 4.3724 -0.2843 0.7651 0.0664 0.0032 0.0490
H 3.6863 -1.0052 -0.6548 -0.0961 -0.0885 0.0191
H -1.2136 -1.8691 0.3873 0.0776 -0.0357 0.0029
H -2.0835 -0.3431 0.0023 0.8665 -0.5404 0.0438
H 2.0915 0.7296 -0.8547 -0.1494 -0.1179 -0.1740
H -3.7707 0.7033 0.9216 -0.0794 0.0397 -0.0398
H -3.5028 1.1968 -0.6182 -0.0689 -0.0182 0.0400
H -4.2467 -0.2359 -0.3337 -0.0234 0.1019 0.0206

***

For each record above, in turn, the calculated F_max values are 0.11618 0.01131 0.04464 Eh/bohr.
For each record above, in turn, the calculated energy relative to the best compared isomer or geometry (same formula, charge and spin) values are 108.73 18.45 112.19 kcal per mole.
For each record above, in turn, the calculated lowest unoccupied orbital energy values are -0.13 1.68 -5.10 eV.